Formula: C40H41F6Ge2N2NaO4S3
Source: OMol25
Level of theory: ωB97M-V/def2-TZVPD

Geometry as XYZ:
```
99
Properties=species:S:1:pos:R:3:forces:R:3:lowdin_charge:R:1
Na -0.784870 -0.359364 0.906823 -0.4 1.0 0.3 0.256
C -1.721065 0.032615 3.475601 0.1 0.0 0.0 -0.098
C -2.788254 -0.601252 2.851959 0.1 -0.1 -0.1 -0.101
C -3.834470 0.149627 2.329034 0.0 0.0 0.0 -0.083
C -3.814492 1.531314 2.446114 0.0 0.0 -0.1 -0.089
C -2.747258 2.164374 3.066882 0.0 0.0 0.0 -0.085
C -1.696744 1.417900 3.575233 0.0 0.0 0.0 -0.069
H -0.891944 -0.553524 3.854735 0.0 0.0 0.0 0.115
H -2.779494 -1.678742 2.746662 -0.1 -0.1 0.0 0.097
H -4.653681 -0.344781 1.821644 0.0 0.0 0.0 0.105
H -4.618037 2.122415 2.024857 0.0 0.0 0.0 0.104
H -2.714262 3.243630 3.113945 0.0 0.0 0.0 0.101
H -0.845200 1.913100 4.023059 0.0 0.0 0.0 0.113
C 4.662676 -3.029959 4.599912 0.0 0.0 -0.1 -0.056
C 4.036790 -3.078599 3.196434 0.0 0.0 0.1 -0.551
C 4.985653 -3.821134 2.247390 0.0 0.0 0.0 -0.041
C 2.732695 -3.866605 3.294780 -0.1 -0.1 0.1 -0.056
C 3.812957 -1.658585 2.679764 0.1 0.1 0.0 -0.175
C 4.882057 -0.745722 2.676890 0.0 -0.1 0.0 -0.058
C 4.717333 0.560244 2.248318 0.1 0.0 0.0 -0.095
C 3.476461 0.961731 1.786878 -0.1 0.0 0.0 -0.472
S 2.939129 2.529522 1.256568 0.1 0.0 0.1 1.053
C 1.307128 1.872794 1.012744 -0.1 0.1 0.0 -0.553
N 1.214333 0.563740 1.272826 0.2 0.3 -0.2 0.056
C 2.401610 0.063532 1.734472 0.0 -0.2 0.0 -0.301
C 2.582729 -1.245398 2.205271 0.0 0.1 -0.1 0.031
C 0.248128 2.738437 0.645383 0.0 0.0 0.0 -0.277
C 0.303737 4.086172 1.117499 0.1 0.0 0.0 -0.086
C -0.786236 4.905217 1.113613 0.0 0.1 0.0 -0.110
C -2.016494 4.446383 0.603726 -0.1 -0.1 0.0 -0.122
C -2.047067 3.205754 0.005135 -0.1 0.0 0.0 -0.192
C -0.950752 2.324161 -0.061739 0.0 0.1 -0.1 -0.257
H 4.761461 -4.042326 4.998868 0.0 0.0 0.0 0.079
H 4.038873 -2.451112 5.282800 0.0 0.0 0.0 0.089
H 5.654045 -2.579015 4.588926 0.0 0.0 0.0 0.069
H 5.249388 -4.797958 2.660264 0.0 0.0 0.0 0.082
H 5.906060 -3.258309 2.091054 0.0 0.0 0.0 0.076
H 4.517290 -3.978708 1.275764 0.0 0.0 0.0 0.081
H 2.942187 -4.863441 3.687270 0.0 0.0 0.0 0.087
H 2.241660 -3.990857 2.331943 0.0 0.0 0.0 0.064
H 2.026842 -3.383302 3.972573 0.0 0.0 0.0 0.093
H 5.854810 -1.056353 3.032476 0.1 0.0 0.0 0.098
H 5.545844 1.256524 2.283673 0.0 0.0 0.0 0.101
H 1.739848 -1.918746 2.185379 0.0 0.0 0.0 0.083
H 1.221125 4.447061 1.565435 0.0 0.0 0.0 0.069
H -0.700847 5.906537 1.518817 0.0 0.0 0.0 0.093
H -2.894435 5.079858 0.604659 0.0 0.0 0.0 0.091
H -2.958628 2.931943 -0.516360 0.0 0.0 0.0 0.065
C -4.655153 1.454045 -1.845633 0.1 -0.1 -0.1 -0.251
Ge -3.077803 0.450845 -2.509886 0.0 0.0 0.0 0.753
C -3.456867 -1.370304 -1.884374 -0.1 0.0 0.0 -0.246
C -3.190464 0.364229 -4.484213 -0.1 0.0 0.1 -0.245
Ge -0.977478 1.604320 -1.901784 0.0 -0.1 0.0 0.937
C -1.017761 3.278092 -2.982554 0.1 -0.1 0.1 -0.270
C -2.121414 3.727396 -3.699270 -0.2 -0.1 0.0 -0.126
C -2.106247 4.941142 -4.374046 0.0 0.1 0.0 -0.099
C -0.976869 5.742688 -4.338020 0.0 0.0 0.0 -0.108
C 0.133224 5.317340 -3.622809 0.0 0.1 0.0 -0.092
C 0.107983 4.101481 -2.959919 0.1 0.0 0.1 -0.096
C 0.667581 0.725362 -2.517464 -0.1 0.0 0.0 -0.292
C 1.922484 1.138689 -2.080275 0.0 0.1 0.1 -0.110
C 3.083542 0.582163 -2.597747 0.0 0.0 0.0 -0.081
C 3.009464 -0.393160 -3.577135 0.1 0.0 0.0 -0.100
C 1.767746 -0.817142 -4.026176 0.0 -0.1 0.0 -0.096
C 0.613226 -0.266734 -3.493653 -0.1 0.0 0.0 -0.121
H -5.550936 0.967416 -2.237654 0.0 0.0 0.0 0.016
H -4.676889 2.501793 -2.138355 0.0 0.1 0.0 0.005
H -4.698924 1.402317 -0.757705 0.0 0.0 0.1 -0.001
H -4.454297 -1.625523 -2.252061 0.0 0.0 0.0 0.025
H -3.474944 -1.438765 -0.796110 0.0 0.0 0.0 0.006
H -2.748106 -2.104891 -2.252978 0.0 0.0 0.0 0.006
H -4.209731 0.092648 -4.766975 0.0 0.0 0.0 0.015
H -2.522491 -0.405350 -4.869095 0.0 0.0 0.0 0.007
H -2.932711 1.306046 -4.966961 0.0 0.0 0.0 0.000
H -3.025459 3.129982 -3.749900 0.0 0.0 0.1 0.062
H -2.982280 5.258932 -4.927804 0.0 0.0 0.0 0.096
H -0.960687 6.690515 -4.862005 0.0 0.0 0.0 0.093
H 1.022095 5.935341 -3.578843 0.0 0.0 0.0 0.098
H 0.987561 3.797593 -2.405816 0.0 0.0 0.0 0.095
H 2.009256 1.889555 -1.306715 0.0 0.0 0.0 0.062
H 4.045192 0.907850 -2.221689 0.0 0.0 0.0 0.104
H 3.914525 -0.831814 -3.979461 0.0 0.0 0.0 0.098
H 1.698304 -1.592975 -4.779128 0.0 0.0 0.0 0.101
H -0.347108 -0.634284 -3.837355 0.0 0.0 0.0 0.085
F 1.425437 -3.521793 -2.035878 0.0 0.1 0.2 0.142
C 1.404807 -3.012755 -0.800842 0.4 -0.1 0.0 -0.637
F 2.094125 -1.875800 -0.784931 -0.2 -0.2 0.0 0.160
F 2.002548 -3.882839 0.024206 -0.2 0.2 -0.3 0.125
S -0.340847 -2.699604 -0.267814 0.0 -0.5 -0.2 0.596
O -0.288865 -2.509221 1.166614 0.1 -0.4 0.2 -0.295
O -0.715658 -1.516730 -1.000746 0.1 -0.1 -0.2 -0.329
N -1.165618 -3.915645 -0.769669 0.1 -0.1 0.1 -0.279
S -1.344393 -5.263711 0.066330 -0.3 0.3 -0.3 0.598
O -2.027883 -6.188297 -0.781296 0.0 -0.1 0.1 -0.277
O -0.194646 -5.668037 0.809344 0.2 -0.1 0.1 -0.274
C -2.607713 -4.807419 1.379821 -0.2 0.0 0.2 -0.643
F -3.287712 -3.692851 1.059793 0.2 -0.2 0.1 0.108
F -3.496907 -5.797133 1.507275 0.1 0.0 0.0 0.125
F -2.032861 -4.625796 2.573412 -0.1 0.1 -0.3 0.126
```
Forces are in eV/Å.

## Properties
E_LUMO (alpha / beta), Ha: 0.07113 / 0.07097
Frontier orbital gap (alpha / beta), Ha: 0.1605 / 0.2645
Charge: -1
Spin multiplicity: 2



Formula: C13H32BNO8P
Source: OMol25
Level of theory: ωB97M-V/def2-TZVPD

Geometry as XYZ:
```
56
Properties=species:S:1:pos:R:3:forces:R:3:lowdin_charge:R:1
C 3.483800 -0.217001 -0.301415 0.6 0.2 0.2 -0.132
N 3.014376 1.140695 -0.454113 -0.1 -0.1 -0.2 -0.110
C 1.956509 1.293083 -1.441788 -0.6 0.1 1.1 -0.159
C 0.612978 0.911744 -0.812508 -0.8 -0.2 0.1 -0.415
O -0.007743 1.949315 -0.092355 0.2 -0.5 -0.6 -0.332
P -1.614305 1.341358 0.327529 -2.5 0.6 1.3 0.392
O -1.713922 0.307958 -1.119260 1.8 0.1 0.4 -0.382
C -0.446540 0.393788 -1.816037 -1.1 -0.3 0.3 -0.233
B -0.169822 -1.047554 -2.441839 0.2 0.0 -0.8 -0.530
O 0.485115 -1.139196 -3.696583 -0.4 -0.6 0.6 0.115
O -0.563627 -2.264061 -1.888091 0.7 0.9 -0.4 0.015
C -0.107714 -2.459680 -0.556049 -0.7 -1.0 0.3 -0.073
H 3.838517 -0.671131 -1.244155 -0.3 -0.1 0.0 0.076
H 4.343024 -0.223626 0.375599 -0.1 0.0 0.0 0.076
H 2.720732 -0.839679 0.163037 -0.1 -0.1 -0.2 0.060
H 3.774686 1.785981 -0.599574 0.1 0.0 0.0 0.080
H 2.105589 0.684180 -2.349326 0.2 0.1 -0.1 0.102
H 1.897378 2.350646 -1.701735 0.0 -0.1 -0.3 0.127
H 0.723134 0.103752 -0.075294 0.6 -0.1 -0.2 0.096
H -2.945057 0.832929 0.687411 0.2 0.0 -0.2 -0.054
H -1.075204 0.281270 1.155217 0.6 -0.2 -0.4 -0.026
H -1.677789 2.156310 1.542713 0.3 0.1 -0.2 -0.072
H -2.240953 2.388233 -0.450926 0.3 0.1 0.0 -0.029
H -0.640843 1.169893 -2.572582 0.7 -0.2 -0.4 0.144
H 1.386049 -0.822465 -3.627866 0.0 0.4 -0.2 0.067
H 0.801828 -1.911466 -0.318856 -0.1 0.2 0.0 0.065
H 0.130544 -3.525609 -0.457923 0.0 0.1 -0.1 0.088
H -0.907116 -2.252641 0.158230 0.2 0.4 0.1 0.084
O -5.963216 -1.639944 -0.317060 -0.2 -0.1 -0.1 0.105
C -5.275671 -2.369577 -0.974410 0.5 0.2 0.3 -0.515
O -5.855418 -3.460184 -1.537291 -0.4 -0.2 -0.2 -0.017
C -5.175278 -4.302667 -2.463373 0.1 -0.1 0.0 -0.252
C -4.320590 -5.338541 -1.762517 0.1 0.0 0.1 -0.069
C -3.790710 -2.162628 -1.134838 -0.2 0.2 -0.6 0.016
H -4.603298 -3.709160 -3.177855 0.1 0.0 0.1 0.114
H -5.962689 -4.801058 -3.029398 -0.1 0.1 0.1 0.116
H -3.534559 -4.873480 -1.168322 0.0 0.0 -0.1 0.067
H -3.853045 -6.004992 -2.489229 0.0 0.0 0.0 0.077
H -4.932606 -5.932985 -1.082625 0.0 0.0 -0.1 0.078
H -3.280675 -2.548726 -0.253501 0.0 0.1 0.0 0.098
H -3.584574 -1.097284 -1.220488 0.1 0.0 0.3 0.080
H -3.375320 -2.632271 -2.023403 0.1 -0.1 0.1 0.067
O 4.903141 3.151427 1.073868 0.4 -0.1 0.0 0.087
C 4.268960 3.486027 2.035564 -0.5 0.0 -0.2 -0.529
O 4.424269 2.807036 3.184914 0.4 -0.1 0.1 0.000
C 3.809169 3.198896 4.412511 -0.3 0.0 0.1 -0.245
C 2.387037 2.686057 4.514622 -0.1 0.0 -0.1 -0.059
C 3.237000 4.581071 1.949741 0.1 0.3 0.2 0.018
H 3.875764 4.279986 4.549678 0.0 0.0 -0.1 0.109
H 4.419034 2.747418 5.194358 0.1 0.0 -0.1 0.117
H 1.750056 3.095958 3.731544 0.0 0.0 0.0 0.076
H 1.955263 2.948732 5.481528 0.0 0.0 0.0 0.079
H 2.368918 1.602232 4.404437 0.0 0.0 0.0 0.086
H 2.326412 4.162492 1.519095 0.0 -0.1 0.0 0.103
H 3.617853 5.357205 1.289588 0.0 -0.1 -0.1 0.089
H 3.001146 5.051933 2.901399 -0.1 -0.1 0.0 0.066
```
Forces are in eV/Å.

## Properties
Energy above the lowest of the compared OMol25 structures with the same formula, charge and spin, kJ/mol: 104.44
E_LUMO, Ha: 0.09646
Frontier orbital gap, Ha: 0.2436
Charge: -1



Formula: C22H47IN6O9
Source: OMol25
Level of theory: ωB97M-V/def2-TZVPD

Geometry as XYZ:
```
85
Properties=species:S:1:pos:R:3:forces:R:3:lowdin_charge:R:1
C 6.343490 -0.504213 -0.634045 1.0 -0.1 1.1 -0.128
O 5.342983 -1.385526 -1.198570 0.1 2.6 -0.9 -0.353
C 4.314143 -0.654830 -1.911489 -0.6 -1.6 -0.7 -0.197
C 2.919763 -0.575165 -1.049042 1.2 0.7 -2.0 -0.688
I 3.204698 -2.024289 0.602083 -0.7 0.7 -0.1 0.974
C 2.803658 0.935116 -0.530977 1.4 -0.4 -0.1 -0.125
N 1.537316 1.120923 0.256384 0.8 0.1 0.3 0.008
C 0.425673 0.192403 -0.177092 -2.0 0.0 -0.5 -0.088
C 0.585882 -0.381229 -1.659356 -1.8 -0.5 1.1 -0.173
C -0.534184 -1.565955 -1.836820 -2.9 -3.6 1.3 -0.500
O -0.794905 -1.868833 -3.050432 1.2 1.6 2.8 -0.081
O -1.123077 -2.214032 -0.764892 3.4 3.7 -4.0 -0.149
O 1.880313 -0.992117 -1.954531 0.5 1.8 1.9 -0.128
H 6.388359 -0.700840 0.504393 0.0 0.2 -1.7 0.091
H 6.130983 0.608450 -0.763794 0.1 -1.4 0.0 0.087
H 7.380354 -0.730424 -1.090656 -1.7 0.3 0.7 0.105
H 4.079544 -1.287790 -2.847993 0.1 1.0 1.6 0.151
H 4.651819 0.363418 -2.296651 -0.4 -1.2 0.8 0.131
H 2.876892 1.713457 -1.380860 -0.5 -1.5 1.1 0.162
H 3.700651 1.151298 0.161895 -1.5 -0.4 -1.1 0.147
H 1.752554 0.912099 1.254539 -0.2 0.5 -0.8 0.147
H 1.274943 2.123227 0.226861 0.1 -0.8 0.4 0.149
H -0.538298 0.831932 -0.173020 1.4 -1.3 -0.1 0.126
H 0.274978 -0.594973 0.632242 0.4 0.7 -1.5 0.129
H 0.279852 0.417365 -2.427266 0.9 -1.1 1.0 0.159
C -1.687631 4.407728 3.202580 -0.4 -0.5 -0.1 -0.063
N -0.591994 3.579383 2.737917 1.1 0.3 -0.2 0.029
C 0.706565 3.926774 2.564673 -0.7 -0.3 0.1 -0.527
C 1.103338 5.342696 2.883521 0.3 0.0 0.0 0.001
O 1.520368 3.094885 2.158354 0.2 0.0 -0.2 -0.012
H -2.102033 3.952562 4.101085 -0.1 0.3 -0.1 0.065
H -2.454035 4.427889 2.424437 0.0 0.2 0.1 0.084
H -1.371452 5.424337 3.425471 0.1 -0.2 0.0 0.081
H -0.786058 2.614477 2.504649 -0.1 0.1 0.1 0.146
H 2.169772 5.470935 2.696783 -0.1 -0.1 0.0 0.087
H 0.554055 6.038106 2.245725 0.0 0.0 0.2 0.091
H 0.907727 5.558427 3.935745 -0.1 0.1 -0.1 0.073
C -1.374340 -4.283615 -4.451724 -0.7 0.1 -0.1 -0.078
N -2.093984 -4.881220 -5.561616 0.4 -0.5 -0.5 0.008
C -1.589017 -5.566218 -6.620995 -0.8 0.0 0.0 -0.562
C -0.096092 -5.751005 -6.689300 0.2 -0.1 -0.1 -0.017
O -2.340549 -6.010817 -7.481605 0.2 0.0 0.0 0.005
H -1.738821 -4.734214 -3.526513 0.2 0.2 0.1 0.076
H -1.591074 -3.217606 -4.437537 0.3 -0.2 0.3 0.060
H -0.299273 -4.432651 -4.527762 -0.1 0.0 -0.1 0.078
H -3.100369 -4.796414 -5.581597 0.1 0.0 0.0 0.139
H 0.157963 -6.314796 -7.587143 -0.2 0.1 0.1 0.080
H 0.399889 -4.779316 -6.738461 0.1 -0.1 0.2 0.083
H 0.252478 -6.310645 -5.818642 0.1 0.2 0.0 0.079
C -3.805388 3.669621 -2.552151 0.0 0.2 0.4 -0.080
N -3.401052 2.854770 -1.426155 0.2 -0.4 0.0 -0.001
C -2.986994 1.556697 -1.430968 -0.1 -0.1 0.3 -0.535
C -2.928097 0.842180 -2.754403 0.0 -0.2 0.1 0.005
O -2.677395 1.007748 -0.379583 0.1 0.3 -0.1 0.014
H -3.149213 4.541650 -2.598614 -0.1 0.1 -0.3 0.080
H -4.831432 4.003631 -2.383540 0.0 0.1 -0.3 0.084
H -3.752344 3.127180 -3.493473 0.0 0.0 0.2 0.076
H -3.415802 3.268759 -0.504546 -0.1 0.0 -0.1 0.131
H -2.581904 -0.180612 -2.600044 0.0 0.1 0.0 0.070
H -3.922237 0.806547 -3.205162 0.1 0.1 -0.1 0.092
H -2.226915 1.347685 -3.422585 -0.2 0.0 -0.1 0.089
C -0.169030 -5.295945 -1.241656 -0.1 0.2 0.4 -0.082
N 0.216967 -6.125757 -0.117896 0.2 -0.7 -0.1 0.012
C 0.622063 -7.423133 -0.129247 0.0 0.3 0.6 -0.560
C 0.692403 -8.124509 -1.459926 0.0 -0.2 -0.1 -0.017
O 0.915940 -7.985033 0.919719 0.0 -0.1 -0.2 0.008
H 0.490616 -4.426911 -1.269775 -0.2 0.1 -0.2 0.078
H -1.193731 -4.958165 -1.078826 0.1 0.2 -0.3 0.084
H -0.109525 -5.828345 -2.188967 0.1 -0.1 0.2 0.060
H 0.193746 -5.720257 0.807187 0.0 0.0 -0.1 0.141
H 1.030440 -9.150160 -1.310912 0.0 0.2 0.1 0.080
H -0.296266 -8.149545 -1.923113 0.1 0.1 -0.1 0.084
H 1.404477 -7.616655 -2.113996 -0.2 0.0 -0.1 0.082
C -1.396145 6.338484 9.139176 -0.5 0.1 0.1 -0.075
N -2.126920 5.733616 8.045521 0.3 -0.2 -0.4 0.006
C -1.632920 5.042772 6.983641 -0.6 0.0 0.0 -0.534
C -0.140708 4.860983 6.896346 0.1 0.0 -0.1 -0.005
O -2.394837 4.591538 6.137477 0.2 0.1 0.2 0.014
H -1.745898 5.893976 10.073212 0.2 0.1 0.1 0.086
H -1.615680 7.408190 9.148738 0.2 0.0 0.2 0.085
H -0.322087 6.191117 9.049086 -0.1 0.0 -0.1 0.075
H -3.134181 5.815639 8.038081 0.1 0.0 0.0 0.144
H 0.102826 4.291606 5.998757 -0.2 0.0 0.1 0.073
H 0.352430 5.833655 6.834127 0.1 -0.1 0.2 0.087
H 0.220975 4.307827 7.765510 0.1 0.1 0.0 0.090
```
Forces are in eV/Å.

## Properties
E_LUMO, Ha: -0.01349
Frontier orbital gap, Ha: 0.2735



Formula: C8H11NO
Source: OMol25
Level of theory: ωB97M-V/def2-TZVPD

Geometry as XYZ:
```
21
Properties=species:S:1:pos:R:3:forces:R:3:lowdin_charge:R:1
H 1.224374 -2.106407 -0.127438 0.0 0.1 0.0 0.035
N 1.998226 -1.446110 -0.113321 -0.4 0.5 0.5 0.162
C 1.577724 -0.253114 0.076797 -0.3 -1.6 -1.6 -0.436
O 2.471229 0.747072 0.029717 1.1 1.1 -1.0 0.052
C 0.199702 0.219813 0.031635 -0.1 -0.1 0.7 -0.203
C -0.480051 1.357161 0.769879 0.1 0.2 0.2 -0.117
C -1.605133 0.431986 1.214753 -0.2 0.0 0.1 -0.065
C -1.218866 -0.468338 0.013047 0.0 0.0 0.1 -0.384
C -1.506760 -1.943504 0.018099 -0.1 -0.1 0.0 -0.033
C -1.565926 0.415594 -1.212518 -0.1 0.0 -0.1 -0.063
C -0.455584 1.346771 -0.743952 0.3 0.2 -0.2 -0.114
H 2.978270 0.616448 -0.811129 -0.2 0.0 1.3 0.141
H 0.023465 2.138374 1.337780 -0.2 -0.2 -0.2 0.145
H -2.634085 0.823677 1.236371 0.2 -0.1 0.0 0.116
H -1.365045 -0.053202 2.170329 0.0 0.1 -0.2 0.124
H -2.593647 -2.112749 0.014100 0.2 0.0 0.0 0.088
H -1.088070 -2.434954 -0.872029 -0.1 0.1 0.2 0.083
H -1.091669 -2.426700 0.914340 -0.1 0.1 -0.2 0.086
H -1.293989 -0.082251 -2.153116 -0.1 0.1 0.2 0.123
H -2.593761 0.806221 -1.273662 0.3 -0.1 0.0 0.117
H 0.065684 2.120081 -1.306606 -0.2 -0.2 0.2 0.144
```
Forces are in eV/Å.

## Properties
Energy above the lowest of the compared OMol25 structures with the same formula, charge and spin, kJ/mol: 273.99
E_LUMO, Ha: 0.02888
Frontier orbital gap, Ha: 0.3674



no.,molecular weight (g/mol),F_max (eV/A)
1,992.18,1.128
2,372.18,2.895
3,666.56,6.467
4,137.18,2.334